A structure of composition C2H8O2Sb, computed with ωB97M-V/def2-TZVPD.

Structure (ORCA input):
```
! wB97M-V def2-TZVPD RIJCOSX def2/J DEFGRID3
* xyz -1 1
O -1.643 1.925 0.074
C -1.519 0.673 -0.450
O -1.939 0.496 -1.856
C -0.888 -0.560 0.486
Sb 1.338 -0.191 0.456
H -1.117 0.424 -2.441
H -1.166 -1.601 -0.012
H -1.326 -0.548 1.586
H 1.497 -0.800 2.103
H 0.961 1.441 1.025
H 1.114 0.357 -1.199
H 1.624 -1.815 -0.140
H 3.064 0.198 0.367
*
```

Properties
molar mass	185.8	u
E_tot	-12830.7936	eV
gap between HOMO and LUMO	7.6136	eV
highest occupied orbital energy	-3.834	eV